# 1
ORCA calculation (wB97M-V/def2-TZVPD) on a 15-piece molecular cluster, C27H84N4O15 overall.

Gap between HOMO and LUMO, eV: 8.2
Total charge: 0
LUMO level, eV: -0.38
Highest occupied orbital energy, Ha: -0.31476
2S+1: 1
ΔE to the lowest compared entry with this formula, charge and spin, eV: 12.309

Last column: Mulliken charge in e.
Cartesian coordinates (Å):
C1 -1.876 2.429 1.807  2.92
O1 -2.680 3.529 2.100  -0.67
H1 -2.498 1.791 1.199  -1.35
H2 -1.798 1.742 2.704  -1.03
H3 -0.922 2.705 1.384  -0.76
H4 -2.895 4.021 1.284  0.45
C2 -4.234 0.975 -3.341  -1.01
O2 -3.089 0.300 -2.796  -0.15
H5 -4.611 1.710 -2.612  0.30
H6 -4.980 0.299 -3.654  0.32
H7 -3.954 1.404 -4.338  0.39
H8 -2.453 0.206 -3.476  0.24
C3 -0.268 2.628 4.730  -0.57
O3 0.459 3.106 3.665  -0.37
H9 0.277 2.450 5.564  0.47
H10 -0.794 1.696 4.582  -0.07
H11 -1.046 3.383 4.855  0.34
H12 1.124 2.507 3.444  0.13
C4 -1.697 2.900 -3.795  -0.10
O4 -0.942 3.822 -4.430  -0.56
H13 -2.407 2.547 -4.537  0.25
H14 -2.228 3.280 -2.925  0.20
H15 -1.146 2.053 -3.438  -0.15
H16 -0.630 3.519 -5.294  0.33
C5 1.325 -0.500 3.121  -1.37
O5 2.637 -0.408 2.689  -0.49
H17 1.121 0.356 3.788  0.66
H18 1.117 -1.447 3.541  0.89
H19 0.574 -0.255 2.416  -0.23
H20 3.140 -0.435 3.483  0.35
C6 2.202 2.188 -3.236  -0.29
O6 2.050 0.837 -2.975  -0.37
H21 1.225 2.498 -3.563  -0.14
H22 2.991 2.551 -3.930  0.35
H23 2.366 2.809 -2.345  0.10
H24 1.447 0.513 -3.646  0.24
C7 3.681 2.762 2.240  -0.68
O7 3.233 2.334 3.443  -0.52
H25 3.257 2.175 1.476  -0.24
H26 4.712 2.655 2.130  0.68
H27 3.509 3.786 2.053  0.51
H28 3.401 3.058 4.073  0.29
C8 0.990 -3.582 1.419  0.23
O8 1.400 -4.007 2.681  -0.81
N1 1.468 -2.517 0.855  0.89
N2 0.108 -4.192 0.755  0.07
H29 2.033 -1.965 1.430  -0.09
H30 1.205 -2.088 0.000  -1.45
H31 -0.369 -5.027 1.107  0.30
H32 -0.410 -3.754 0.061  -0.08
C9 1.060 4.438 0.317  0.48
O9 2.395 4.472 0.042  -0.74
N3 0.459 4.822 1.339  -0.10
N4 0.204 3.974 -0.591  -0.15
H33 0.879 5.007 2.234  0.36
H34 -0.471 4.547 1.416  0.19
H35 0.542 4.385 -1.513  0.38
H36 0.162 2.984 -0.737  -0.45
C10 -0.792 -2.944 -2.108  -1.50
C11 -2.240 -3.105 -1.741  2.15
C12 -3.076 -3.834 -2.806  -1.87
O10 -2.345 -3.578 -0.582  -0.63
H37 -0.162 -2.501 -1.303  -0.29
H38 -0.680 -2.177 -2.927  0.30
H39 -0.322 -3.832 -2.346  0.92
H40 -2.650 -2.075 -1.618  -0.48
H41 -4.101 -3.967 -2.524  0.36
H42 -2.677 -4.816 -3.123  0.42
H43 -2.904 -3.314 -3.771  0.31
H44 -2.911 -2.900 -0.181  0.23
C13 -2.145 -1.095 5.300  -1.83
C14 -2.094 -1.037 3.776  3.03
C15 -1.789 -2.377 3.104  -2.03
O11 -3.140 -0.622 3.275  -0.69
H45 -1.240 -1.577 5.691  0.30
H46 -3.044 -1.693 5.560  0.39
H47 -2.223 -0.109 5.654  0.51
H48 -1.400 -0.314 3.411  -1.52
H49 -2.368 -3.158 3.563  0.58
H50 -0.800 -2.654 3.434  0.48
H51 -1.768 -2.447 2.021  0.13
H52 -3.317 0.353 3.435  0.43
C16 2.405 -2.462 -2.135  -0.18
C17 2.497 -2.497 -3.634  0.18
C18 3.499 -3.532 -4.138  -1.50
O12 1.513 -2.666 -4.360  -0.46
H53 1.848 -3.329 -1.848  0.37
H54 1.781 -1.563 -2.036  -0.41
H55 3.504 -2.398 -1.727  0.25
H56 3.038 -1.557 -3.895  0.27
H57 3.739 -3.405 -5.236  0.32
H58 3.075 -4.562 -3.934  0.33
H59 4.353 -3.367 -3.484  0.38
H60 1.580 -1.979 -5.015  0.50
C19 1.124 0.960 0.089  -0.11
C20 -0.143 0.580 -0.694  1.44
C21 -0.976 -0.416 0.107  2.37
O13 -0.789 1.558 -1.073  0.32
H61 1.602 1.664 -0.530  0.59
H62 1.696 0.042 0.248  -0.13
H63 0.894 1.492 1.039  -0.75
H64 0.136 0.020 -1.623  -0.06
H65 -1.877 -0.662 -0.373  -0.08
H66 -1.318 -0.009 1.015  -0.82
H67 -0.463 -1.349 0.368  -0.40
H68 -1.443 1.269 -1.636  -0.48
C22 4.526 0.282 -0.536  -0.07
C23 5.771 0.859 0.069  0.22
C24 6.336 0.085 1.236  -1.40
O14 6.711 0.928 -0.748  -0.51
H69 3.818 0.983 -1.035  -0.29
H70 3.959 0.038 0.325  -0.46
H71 4.630 -0.641 -1.093  0.42
H72 5.553 1.796 0.435  0.62
H73 5.532 -0.259 1.939  0.12
H74 7.029 0.692 1.787  0.40
H75 6.892 -0.836 0.957  0.35
H76 7.096 1.808 -0.644  0.46
C25 -4.791 0.491 0.168  -1.47
C26 -4.979 -0.948 0.408  0.74
C27 -5.318 -1.825 -0.841  -1.46
O15 -4.035 -1.661 0.903  -0.37
H77 -3.948 0.798 -0.365  -0.22
H78 -4.605 0.911 1.089  0.64
H79 -5.590 1.037 -0.347  0.52
H80 -5.769 -1.123 1.095  0.65
H81 -5.061 -2.876 -0.733  0.35
H82 -4.843 -1.430 -1.783  0.05
H83 -6.381 -1.752 -1.038  0.59
H84 -3.920 -1.387 1.788  0.14

***

# 2
ORCA calculation (wB97M-V/def2-TZVPD) on C28H16ClF11N4O7S3Tb as an isolated structure.

Gap between HOMO and LUMO (alpha / beta), eV: 7.2 / 7.2
Total charge: -1
LUMO level (alpha / beta), eV: 2.37 / 2.38
Highest occupied orbital energy (alpha / beta), Ha: -0.17806 / -0.17800
2S+1: 7
ΔE to the lowest compared entry with this formula, charge and spin, eV: 0.807
Expectation value of S²: 12.607

Last column: Mulliken charge in e.
Cartesian coordinates (Å):
Tb1 0.649 -0.307 -0.296  -0.44
C1 4.863 1.430 -0.857  -0.38
O1 4.882 2.425 0.167  -0.54
C2 4.017 2.436 1.213  -0.21
C3 4.391 3.303 2.231  -0.66
C4 3.572 3.499 3.337  -0.73
C5 2.354 2.849 3.424  -0.92
C6 1.918 1.980 2.417  0.78
C7 0.615 1.410 2.555  -1.04
N1 -0.035 0.772 1.615  1.18
N2 -1.318 0.369 1.973  -1.22
C8 -1.734 -0.690 1.345  0.04
O2 -1.011 -1.423 0.538  -0.04
C9 -3.152 -1.080 1.567  0.92
C10 -4.068 -0.194 2.136  -0.41
C11 -5.395 -0.564 2.281  -0.70
C12 -5.824 -1.821 1.867  -0.40
C13 -4.914 -2.710 1.313  -0.95
C14 -3.584 -2.340 1.161  -0.21
C15 2.785 1.701 1.282  1.16
O3 2.453 0.856 0.375  0.68
H1 5.704 1.676 -1.502  0.33
H2 3.941 1.447 -1.428  0.00
H3 5.011 0.439 -0.434  0.20
H4 5.331 3.830 2.124  0.46
H5 3.882 4.182 4.118  0.35
H6 1.698 3.027 4.269  0.38
H7 0.117 1.545 3.513  0.27
H8 -3.716 0.783 2.437  0.44
H9 -6.106 0.131 2.712  0.37
H10 -6.865 -2.103 1.969  0.38
H11 -5.246 -3.687 0.980  0.44
H12 -2.865 -3.022 0.726  0.62
F1 0.629 -3.492 3.161  -0.23
C16 0.526 -3.987 1.932  0.59
F2 -0.720 -3.916 1.517  -0.12
F3 0.903 -5.264 1.936  -0.22
S1 1.753 -3.043 0.904  0.72
O4 1.666 -1.651 1.308  -0.56
O5 2.981 -3.725 1.162  -0.52
N3 1.212 -3.281 -0.572  -0.30
S2 1.887 -2.672 -1.851  1.03
O6 1.696 -3.480 -3.005  -0.67
O7 1.597 -1.241 -2.005  -0.54
C17 3.737 -2.555 -1.616  0.62
F4 4.211 -2.016 -2.743  -0.23
F5 4.000 -1.734 -0.600  -0.13
F6 4.327 -3.716 -1.426  -0.20
F7 -5.478 -3.084 -2.410  -0.41
C18 -4.612 -2.097 -2.165  0.74
C19 -5.069 -0.849 -1.784  0.35
F8 -6.385 -0.639 -1.673  -0.39
C20 -4.171 0.164 -1.519  0.20
F9 -4.655 1.350 -1.155  -0.43
C21 -2.787 -0.024 -1.614  0.61
S3 -1.640 1.222 -1.317  -0.57
C22 -2.375 -1.305 -1.994  -0.08
F10 -1.064 -1.545 -2.123  -0.04
C23 -3.250 -2.328 -2.267  -0.19
F11 -2.811 -3.542 -2.613  -0.39
Cl1 0.679 5.828 -0.679  -0.26
C24 0.898 4.393 -1.630  -0.15
C25 0.970 4.486 -3.025  -0.35
C26 1.154 3.286 -3.727  -0.81
C27 1.242 2.101 -3.036  -0.55
N4 1.169 2.019 -1.685  0.87
C28 1.001 3.177 -1.000  -0.16
H13 0.886 5.441 -3.521  0.44
H14 1.222 3.285 -4.807  0.40
H15 1.376 1.162 -3.562  0.44
H16 0.946 3.117 0.080  0.32

***

# 3
ORCA calculation (wB97M-V/def2-TZVPD) on C28H16F9N6O11ReS as an isolated structure.

Gap between HOMO and LUMO (alpha / beta), eV: 5.9 / 5.8
Total charge: -1
LUMO level (alpha / beta), eV: 0.62 / 0.39
Highest occupied orbital energy (alpha / beta), Ha: -0.19249 / -0.19708
2S+1: 2
ΔE to the lowest compared entry with this formula, charge and spin, eV: 2.199
Expectation value of S²: 0.850

Last column: Mulliken charge in e.
Cartesian coordinates (Å):
Re1 -0.654 1.224 0.426  1.35
C1 -2.637 -1.634 -3.867  -0.52
C2 -1.396 -2.093 -3.448  -0.88
C3 -0.562 -1.267 -2.718  0.43
C4 -0.959 0.033 -2.377  -0.49
C5 -2.193 0.494 -2.829  -0.51
C6 -3.026 -0.342 -3.556  -0.83
N1 -0.096 0.785 -1.529  0.47
C7 1.191 0.898 -1.904  0.82
C8 1.684 0.822 -3.220  -0.86
C9 3.034 0.955 -3.445  -0.67
C10 3.937 1.161 -2.389  -0.72
C11 3.487 1.215 -1.093  -0.87
C12 2.115 1.080 -0.850  0.16
N2 1.518 1.000 0.362  2.42
N3 2.187 0.728 1.411  -1.57
C13 1.407 0.475 2.484  -0.07
C14 1.960 0.054 3.694  -0.54
C15 1.118 -0.259 4.738  -0.36
C16 -0.253 -0.109 4.570  -1.04
C17 -0.739 0.328 3.352  -0.22
N4 0.064 0.598 2.319  0.75
H1 -3.299 -2.282 -4.428  0.39
H2 -1.087 -3.106 -3.677  0.39
H3 0.395 -1.628 -2.362  0.52
H4 -2.496 1.497 -2.589  0.59
H5 -3.993 0.027 -3.874  0.42
H6 0.997 0.675 -4.042  0.53
H7 3.408 0.903 -4.459  0.43
H8 4.991 1.285 -2.598  0.40
H9 4.158 1.375 -0.261  0.51
H10 3.034 -0.038 3.755  0.53
H11 1.520 -0.603 5.681  0.42
H12 -0.941 -0.328 5.372  0.49
H13 -1.791 0.482 3.195  0.59
O1 -4.299 2.434 0.349  -0.84
S1 -3.009 1.834 0.391  1.16
O2 -1.989 2.456 -0.568  -0.69
O3 -2.953 0.400 0.060  -0.51
O4 -2.262 1.969 1.689  -0.65
F1 -1.008 4.788 2.793  -0.27
C18 -1.091 5.132 1.500  0.48
F2 -1.017 6.487 1.445  -0.29
F3 -2.310 4.829 1.077  -0.21
C19 0.095 4.472 0.704  0.86
O5 0.285 3.156 0.950  -0.89
C20 1.433 5.111 1.253  0.37
F4 1.651 4.708 2.514  -0.23
F5 1.498 6.453 1.271  -0.25
F6 2.469 4.674 0.514  -0.24
C21 -0.017 4.859 -0.827  0.32
F7 0.373 3.837 -1.592  -0.16
F8 -1.238 5.236 -1.220  -0.29
F9 0.793 5.902 -1.146  -0.33
O6 -1.813 -1.752 2.003  -0.65
C22 -1.055 -1.899 1.057  -0.30
O7 -0.499 -1.031 0.298  -0.22
C23 -0.624 -3.319 0.705  0.35
C24 -1.480 -4.375 0.975  -0.14
C25 -1.053 -5.673 0.725  -0.47
C26 0.218 -5.938 0.248  -0.35
C27 1.058 -4.869 -0.002  -0.40
C28 0.646 -3.558 0.207  -0.16
N5 2.407 -5.133 -0.485  1.09
O8 2.759 -6.294 -0.589  -0.65
O9 3.109 -4.180 -0.757  -0.62
N6 -1.953 -6.790 0.983  1.05
O10 -3.074 -6.537 1.376  -0.62
O11 -1.534 -7.918 0.791  -0.63
H14 -2.461 -4.184 1.385  0.62
H15 0.546 -6.952 0.082  0.62
H16 1.315 -2.736 -0.002  0.65

***

# 4
ORCA calculation (wB97M-V/def2-TZVPD) on C28H17CoF4N5O5S5 as an isolated structure.

Gap between HOMO and LUMO (alpha / beta), eV: 4.7 / 3.3
Total charge: -2
LUMO level (alpha / beta), eV: 2.93 / 1.56
Highest occupied orbital energy (alpha / beta), Ha: -0.06459 / -0.06459
2S+1: 2
ΔE to the lowest compared entry with this formula, charge and spin, eV: 0.000
Expectation value of S²: 0.782

Last column: Mulliken charge in e.
Cartesian coordinates (Å):
Co1 1.030 -0.299 -0.266  -0.46
O1 3.206 -0.971 3.121  -0.62
C1 2.892 -0.743 1.794  0.87
O2 1.775 -1.194 1.397  -0.45
C2 3.069 0.697 1.413  -1.03
O3 2.757 0.733 0.014  0.12
C3 3.861 0.480 -0.859  -0.54
C4 4.549 -0.878 -0.731  0.66
O4 5.160 -1.267 -1.703  -0.67
O5 2.109 -1.442 -1.338  0.26
H1 2.651 -1.729 3.360  0.40
H2 2.311 1.278 1.937  0.22
H3 4.062 1.095 1.618  0.56
H4 3.503 0.580 -1.879  -0.01
H5 4.623 1.243 -0.671  0.56
S1 1.840 -6.627 -2.695  -0.26
C5 1.537 -5.114 -2.108  0.25
S2 2.670 -3.823 -2.222  -0.06
C6 1.694 -2.622 -1.426  -0.65
C7 0.436 -3.029 -0.975  0.54
S3 -0.625 -1.935 -0.254  -0.38
S4 0.069 -4.689 -1.324  -0.20
S5 4.520 -1.693 0.817  -0.39
C8 2.067 -0.630 -4.519  -0.75
N1 0.664 -0.961 -4.697  0.14
C9 0.169 -0.366 -5.920  -1.06
C10 -0.170 -0.722 -3.512  -0.46
C11 -0.086 0.669 -2.920  0.60
C12 -0.634 1.721 -3.667  -0.63
C13 -0.446 3.045 -3.319  -0.90
C14 0.303 3.344 -2.191  -0.68
C15 0.786 2.318 -1.395  -0.43
C16 0.577 0.976 -1.725  1.74
H6 2.624 -0.971 -5.395  0.44
H7 2.484 -1.109 -3.638  -0.07
H8 2.231 0.455 -4.414  0.28
H9 0.726 -0.776 -6.768  0.33
H10 0.277 0.728 -5.956  0.37
H11 -0.887 -0.609 -6.060  0.34
H12 0.089 -1.449 -2.758  -1.03
H13 -1.197 -0.935 -3.821  0.74
H14 -1.223 1.480 -4.545  0.52
H15 -0.894 3.833 -3.912  0.36
H16 0.464 4.373 -1.893  0.41
H17 1.294 2.574 -0.480  0.29
F1 -4.516 2.833 2.984  -0.36
C17 -3.947 1.787 3.632  0.31
C18 -4.665 1.220 4.664  0.01
F2 -5.864 1.782 4.951  -0.36
C19 -4.223 0.118 5.412  0.60
C20 -2.977 -0.352 4.968  -0.11
C21 -2.261 0.226 3.940  0.18
F3 -1.053 -0.318 3.629  -0.24
C22 -2.700 1.328 3.216  0.66
C23 -1.927 1.950 2.132  -0.50
C24 -0.883 1.325 1.486  1.25
N2 -0.004 0.856 0.876  -0.50
C25 -2.137 3.286 1.671  -0.14
N3 -2.286 4.375 1.311  -0.69
F4 -2.419 -1.431 5.571  -0.36
C26 -4.961 -0.460 6.510  0.12
C27 -4.428 -1.462 7.370  0.16
N4 -4.020 -2.257 8.109  -0.75
C28 -6.284 -0.060 6.859  0.22
N5 -7.360 0.212 7.194  -0.76